(1)
DFT (wB97M-V/def2-TZVPD) results for a cluster of 2 separate species, C2H4OS in total in a non-equilibrium geometry.

energy: -551.89991 hartree
total charge: 0
HOMO-LUMO gap: 9.1 eV
LUMO level: 0.21 eV
HOMO: -8.9347 eV
energy relative to the best compared isomer or geometry (same formula, charge and spin): 338.1 kJ/mol

Cartesian coordinates (Å):
C: -0.36 0.11 0.46
C: 0.79 0.05 -0.44
O: -1.12 -1.04 0.57
S: -2.01 0.22 -0.22
H: -0.44 0.68 1.83
H: 0.41 0.17 -1.49
H: 1.16 -1.02 -0.57
H: 1.57 0.84 -0.14



(2)
DFT (wB97M-V/def2-TZVPD) results for an isolated molecule of C4H4N4 in a non-equilibrium geometry.

SMILES string: N#CN1CN=CC=N1
energy: -373.75383 hartree
total charge: 0
HOMO-LUMO gap: 8.8 eV
LUMO level: -0.50 eV
HOMO: -9.2521 eV
energy relative to the best compared isomer or geometry (same formula, charge and spin): 239.1 kJ/mol

Cartesian coordinates (Å):
N: -3.89 -0.09 -1.25
C: -2.86 -0.16 -0.74
N: -1.67 -0.17 -0.20
C: -0.55 0.79 -0.89
N: 0.76 0.38 -0.56
C: 0.96 -0.41 0.42
C: -0.10 -1.08 1.14
N: -1.33 -1.00 0.77
H: -0.73 1.80 -0.52
H: -0.71 0.75 -1.97
H: 1.99 -0.65 0.64
H: 0.10 -1.76 1.94



Q: Which of these has the lowest HOMO-LUMO gap?
A: C4H4N4